A molecular structure, C31H50HgN2O8SSb. Source: the Open Molecules 2025 dataset; level of theory: the ωB97M-V functional and the def2-TZVPD basis.

```
! RIJCOSX wB97M-V def2-TZVPD def2/J DEFGRID3
* xyz -2 2
Hg -0.533 -0.064 -0.564
C -2.759 -1.101 2.116
C -2.627 -2.099 1.144
C -1.383 -2.880 1.507
C -0.895 -2.303 2.638
C -1.721 -1.184 3.031
C -1.490 -0.303 4.232
C -2.141 1.067 4.026
C 0.009 -0.101 4.477
C -2.113 -0.987 5.460
C -0.745 -4.118 0.887
C 0.430 -4.590 1.754
C -1.746 -5.284 0.847
C -0.154 -3.847 -0.505
C -3.721 -2.280 0.098
C -4.799 -3.208 0.691
C -4.379 -0.918 -0.195
C -3.272 -2.826 -1.259
H -3.543 -0.363 2.141
H 0.002 -2.598 3.156
H -1.749 1.545 3.126
H -1.925 1.713 4.881
H -3.226 0.986 3.931
H 0.493 0.368 3.619
H 0.509 -1.051 4.681
H 0.151 0.546 5.349
H -3.190 -1.116 5.330
H -1.939 -0.382 6.355
H -1.672 -1.974 5.620
H 0.109 -4.854 2.763
H 1.204 -3.825 1.823
H 0.874 -5.477 1.294
H -2.125 -5.487 1.852
H -1.249 -6.185 0.477
H -2.600 -5.087 0.205
H 0.651 -3.115 -0.430
H -0.870 -3.448 -1.212
H 0.255 -4.777 -0.914
H -5.164 -2.809 1.639
H -4.413 -4.212 0.874
H -5.641 -3.286 -0.004
H -4.965 -0.554 0.649
H -5.054 -1.020 -1.047
H -3.623 -0.171 -0.442
H -2.865 -3.831 -1.209
H -2.528 -2.167 -1.708
H -4.139 -2.857 -1.924
O 4.027 1.820 -1.673
C 2.826 1.598 -1.931
O 1.895 1.586 -1.080
C 2.499 1.189 -3.373
C 3.556 0.751 -4.111
C 3.401 0.275 -5.430
C 2.155 0.246 -6.020
C 1.059 0.680 -5.310
C 1.132 1.206 -3.936
O 0.157 1.657 -3.337
N -0.207 0.607 -6.021
O -0.181 0.402 -7.239
O -1.248 0.738 -5.407
N 4.531 -0.198 -6.171
O 4.364 -0.620 -7.316
O 5.639 -0.167 -5.641
H 4.536 0.775 -3.656
H 2.032 -0.123 -7.026
C 0.839 4.626 0.638
Sb -0.347 3.348 -0.646
C -2.172 4.499 -0.169
C 0.064 4.567 -2.363
H 0.543 5.667 0.494
H 1.892 4.499 0.384
H 0.695 4.332 1.678
H -1.994 5.577 -0.191
H -2.524 4.215 0.825
H -2.954 4.252 -0.890
H -0.128 5.615 -2.126
H -0.554 4.239 -3.196
H 1.110 4.431 -2.639
C 4.839 2.170 3.089
C 3.406 1.662 3.180
S 2.611 1.628 1.547
O 1.150 1.453 1.884
C 3.246 0.002 1.045
C 2.464 -1.146 1.661
H 5.271 2.316 4.081
H 4.875 3.122 2.558
H 5.479 1.475 2.545
H 2.773 2.345 3.748
H 3.345 0.677 3.645
H 4.306 -0.003 1.307
H 3.164 0.004 -0.038
H 2.674 -1.283 2.725
H 2.715 -2.074 1.143
H 1.394 -0.970 1.548
*
```

## Properties
**HOMO-LUMO gap (alpha / beta)**: 0.2144 / 0.1887 Eh
**LUMO (alpha / beta)**: 3.9 / 3.2 eV
**Energy relative to the best compared isomer or geometry (same formula, charge and spin)**: 21.6 kcal per mole
**Maximum force**: 0.446 eV/Å
**Highest occupied orbital energy (alpha / beta)**: -0.0712 / -0.0727 Ha
**<S²>**: 0.77